Computed, not measured: a 9-piece molecular cluster, C36H54O15S overall, with ωB97M-V with the def2-TZVPD basis set.

Atoms and positions in Å:
1 C -2.4150 0.1245 -2.0907
2 S -1.0583 -1.0502 -1.5039
3 O 0.3187 -0.7816 -2.0962
4 C -0.9645 -0.1663 0.1241
5 H -2.0063 1.1278 -1.9707
6 H -3.3148 0.0409 -1.4812
7 H -2.7850 -0.0045 -3.1078
8 H -0.3068 -0.7896 0.7299
9 H -1.9327 -0.1728 0.6249
10 H -0.5181 0.8279 0.1025
11 C 1.4978 -6.6750 -9.8292
12 C 1.4780 -5.6313 -8.8983
13 C 0.2695 -5.2665 -8.3056
14 C -0.8611 -5.9779 -8.6356
15 C -0.8444 -6.9114 -9.6308
16 C 0.2976 -7.3088 -10.2236
17 H 2.4494 -7.0213 -10.2047
18 H 2.4066 -5.2044 -8.5492
19 H 0.1532 -4.5464 -7.5091
20 H -1.7728 -5.5503 -8.2451
21 H -1.7087 -7.5052 -9.8894
22 H 0.4177 -7.9654 -11.0726
23 O -4.5963 -5.4932 3.5149
24 C -4.5130 -6.3660 4.3798
25 O -3.3249 -6.5895 5.0954
26 C -3.5250 -7.7811 5.8763
27 C -5.0287 -7.9111 6.0995
28 C -5.6120 -7.3604 4.7593
29 H -2.9021 -7.9963 6.7445
30 H -3.2765 -8.6104 5.2140
31 H -5.3036 -7.2598 6.9292
32 H -5.3518 -8.9497 6.1697
33 H -6.5724 -6.8500 4.8317
34 H -5.6944 -8.0725 3.9382
35 O 4.2504 -3.8047 6.4480
36 C 4.5373 -4.8376 5.8416
37 O 5.4494 -5.7376 6.3845
38 C 5.6669 -6.7461 5.4374
39 C 4.7999 -6.5263 4.2054
40 C 4.0051 -5.3091 4.5143
41 H 5.5636 -7.7395 5.8740
42 H 6.6943 -6.6941 5.0772
43 H 4.1692 -7.4092 4.1023
44 H 5.4704 -6.5268 3.3460
45 H 2.9271 -5.4684 4.4873
46 H 4.1333 -4.4899 3.8068
47 O -2.8275 7.1457 -1.5682
48 C -3.1816 7.8349 -0.6669
49 O -3.4883 9.0845 -0.7286
50 C -3.7328 9.6641 0.5084
51 C -3.5849 8.5252 1.6011
52 C -3.2653 7.2857 0.7786
53 H -4.7601 10.0134 0.6121
54 H -3.0215 10.4374 0.7984
55 H -4.5338 8.3839 2.1185
56 H -2.8697 8.8267 2.3665
57 H -4.0512 6.5314 0.8189
58 H -2.3004 6.8292 0.9993
59 O -8.7379 0.3638 7.9340
60 C -7.7883 1.1602 7.8757
61 O -6.7418 0.9244 7.1265
62 C -5.7120 1.8917 6.9569
63 C -6.3061 2.9663 7.8963
64 C -7.4782 2.3949 8.7067
65 H -5.5278 2.1738 5.9203
66 H -4.7895 1.6762 7.4960
67 H -6.8270 3.6826 7.2610
68 H -5.6074 3.4717 8.5630
69 H -8.3730 3.0091 8.6057
70 H -7.2420 2.0266 9.7050
71 O 5.4433 6.4008 -1.3850
72 C 5.2636 5.4150 -1.9913
73 O 6.2521 4.4975 -2.1615
74 C 5.9548 3.4537 -3.0978
75 C 4.5831 3.8420 -3.5552
76 C 4.0187 4.8245 -2.5339
77 H 5.9210 2.5700 -2.4606
78 H 6.7302 3.4845 -3.8633
79 H 3.8133 3.1133 -3.8093
80 H 4.6142 4.4583 -4.4537
81 H 3.4519 4.4098 -1.7003
82 H 3.3720 5.5750 -2.9883
83 O -0.1402 2.6324 -12.4105
84 C -0.5424 2.2161 -11.3091
85 O -1.6315 1.5276 -11.1461
86 C -1.8000 1.0005 -9.7996
87 C -0.8206 1.9292 -9.0221
88 C 0.3043 2.2475 -10.0465
89 H -1.5199 -0.0454 -9.6742
90 H -2.7708 1.0477 -9.3064
91 H -0.3312 1.4897 -8.1530
92 H -1.3044 2.8312 -8.6473
93 H 1.0721 1.4771 -10.1178
94 H 0.7701 3.2152 -9.8602
95 O 4.3446 3.9691 3.9612
96 C 5.4224 3.5007 4.1603
97 O 5.6054 2.1856 3.8951
98 C 6.9117 1.8234 4.2263
99 C 7.6494 3.0530 3.9802
100 C 6.7465 4.1712 4.4225
101 H 7.2579 0.9860 3.6206
102 H 6.8756 1.6407 5.3003
103 H 8.0439 3.2126 2.9767
104 H 8.5189 2.9680 4.6320
105 H 7.0514 4.9882 3.7685
106 H 6.8505 4.5223 5.4491

Output
* F_max: 5.3 eV Å⁻¹
* lowest unoccupied orbital energy: 0.305 eV
* 2S+1: 1
* total energy: -2930.802280 Ha
* Kohn-Sham gap: 9.48 eV
* molecular weight: 758.9 g/mol

Results of the Mulliken charge analysis, in e, for atoms 1 through 8:
1 C -0.904
2 S 0.496
3 O -0.595
4 C -0.931
5 H 0.287
6 H 0.334
7 H 0.325
8 H 0.309



Computed, not measured: a 12-piece molecular cluster, C28H64N11O29P overall, with ωB97M-V with the def2-TZVPD basis set.

Atoms and positions in Å:
1 C 1.7273 -3.2131 -0.5795
2 C 1.9568 -1.6900 -1.1927
3 C 3.0693 -0.8271 -0.3256
4 C 2.4458 0.5693 0.2942
5 C 2.6652 1.8955 -0.6283
6 C 1.3496 2.4624 -1.4123
7 C -0.0555 2.4209 -0.5775
8 C -1.3598 3.0340 -1.4268
9 C -2.6845 2.5228 -0.6107
10 C -3.7161 1.5758 -1.4434
11 C -4.2708 2.0470 -2.9296
12 O -5.2537 0.9410 -3.1859
13 C -4.8387 -0.3349 -2.5125
14 O -5.4239 -1.5325 -2.6030
15 C -3.4402 -0.0240 -1.6467
16 C -3.7104 -0.9959 -0.3187
17 C -2.5253 -0.8979 0.8114
18 O -3.0532 -0.6809 2.1949
19 C -2.4203 0.5140 2.8059
20 C -0.8274 0.4280 3.2382
21 O -3.1708 1.6214 2.9967
22 P -2.1134 -0.6473 -2.8641
23 O -2.7515 -0.5857 -4.3349
24 O -1.7894 -2.3233 -2.5041
25 O -0.6341 0.2641 -2.8971
26 H 1.1568 -3.9215 -1.3385
27 H 1.1990 -3.1437 0.4725
28 H 2.8128 -3.6616 -0.4300
29 H 0.9176 -1.1282 -1.1437
30 H 2.2560 -1.7549 -2.3264
31 H 4.0082 -0.5292 -0.9591
32 H 3.3431 -1.5030 0.6144
33 H 1.3458 0.3336 0.6082
34 H 3.0395 0.7631 1.3121
35 H 3.4552 1.5935 -1.4709
36 H 3.2036 2.7690 -0.0204
37 H 1.5680 3.6146 -1.6376
38 H 1.3139 1.9456 -2.4721
39 H -0.3279 1.2682 -0.4268
40 H 0.0217 2.8668 0.5108
41 H -1.3396 2.7530 -2.5623
42 H -1.2821 4.1993 -1.3361
43 H -3.2923 3.5042 -0.3067
44 H -2.4249 1.9939 0.4188
45 H -4.6879 1.5897 -0.7489
46 H -3.5535 1.8964 -3.8667
47 H -4.8020 3.0944 -2.9509
48 H -3.7302 -2.1282 -0.6903
49 H -4.7208 -0.7044 0.2234
50 H -1.9895 -1.9628 0.8606
51 H -1.6888 -0.1107 0.5873
52 H -0.1818 0.1457 2.2833
53 H -0.7612 -0.4121 4.0667
54 H -0.4515 1.4545 3.7049
55 H -1.5468 -2.3981 -1.5321
56 H -0.7134 0.9632 -3.6381
57 C -1.3260 -5.6203 2.4031
58 N -0.8665 -4.2052 2.4042
59 O -0.8404 -3.6177 1.3164
60 O -0.5450 -3.7240 3.4970
61 H -1.5748 -5.9101 1.3801
62 H -0.5085 -6.2325 2.7893
63 H -2.2063 -5.6813 3.0462
64 C 2.6106 2.1279 5.4951
65 N 2.9881 2.3673 4.0760
66 O 3.3764 1.3927 3.4214
67 O 2.8840 3.5268 3.6592
68 H 2.7509 1.0694 5.7242
69 H 3.2600 2.7466 6.1177
70 H 1.5624 2.4116 5.6095
71 C 6.3781 2.3424 -3.7916
72 N 5.0090 1.8210 -3.5317
73 O 4.9184 0.7382 -2.9412
74 O 4.0641 2.5132 -3.9277
75 H 7.1074 1.6350 -3.3913
76 H 6.4923 2.4436 -4.8728
77 H 6.4631 3.3089 -3.2908
78 C -3.3894 6.1260 2.3178
79 N -3.0119 6.3655 0.8987
80 O -2.6236 5.3909 0.2441
81 O -3.1160 7.5250 0.4819
82 H -3.2491 5.0676 2.5469
83 H -2.7400 6.7448 2.9404
84 H -4.4376 6.4098 2.4323
85 C -5.5819 5.2337 -5.6722
86 N -5.6786 5.8609 -4.3265
87 O -5.9926 7.0561 -4.2804
88 O -5.4365 5.1358 -3.3546
89 H -5.8195 5.9837 -6.4295
90 H -4.5587 4.8727 -5.7948
91 H -6.2999 4.4117 -5.7049
92 C 2.9503 -1.6127 -5.3890
93 N 3.9765 -2.6823 -5.2601
94 O 5.0122 -2.4019 -4.6454
95 O 3.7134 -3.7731 -5.7797
96 H 3.3131 -0.7127 -4.8880
97 H 2.8001 -1.4268 -6.4545
98 H 2.0354 -1.9752 -4.9161
99 C -5.6820 -4.5330 -3.3806
100 N -6.1760 -5.5897 -2.4571
101 O -5.7458 -5.5745 -1.2978
102 O -6.9817 -6.4045 -2.9218
103 H -4.9836 -3.8901 -2.8407
104 H -5.1820 -5.0311 -4.2139
105 H -6.5480 -3.9617 -3.7210
106 C 7.2444 -2.5120 1.0659
107 N 5.8191 -2.9388 1.0535
108 O 5.2589 -3.0089 -0.0466
109 O 5.3030 -3.1912 2.1485
110 H 7.5659 -2.3240 0.0394
111 H 7.3103 -1.6006 1.6636
112 H 7.8269 -3.3216 1.5104
113 C 6.1731 -2.4774 5.6650
114 N 6.5002 -1.0615 5.3461
115 O 5.5810 -0.2376 5.4205
116 O 7.6704 -0.8169 5.0302
117 H 5.1146 -2.5457 5.9245
118 H 6.3916 -3.0741 4.7769
119 H 6.7974 -2.7778 6.5090
120 C -2.6595 -7.0416 -1.5882
121 N -2.7100 -8.0142 -0.4634
122 O -2.7563 -9.2150 -0.7552
123 O -2.7019 -7.5449 0.6805
124 H -2.6729 -7.5914 -2.5316
125 H -3.5364 -6.3963 -1.5055
126 H -1.7346 -6.4699 -1.4881
127 C 0.1685 5.6366 7.6678
128 N 1.1947 4.5670 7.7967
129 O 2.2304 4.8474 8.4115
130 O 0.9316 3.4762 7.2772
131 H 0.5313 6.5365 8.1688
132 H 0.0183 5.8224 6.6024
133 H -0.7464 5.2741 8.1408

Output
* SMILES string: CCCCCCCCC[C@H]1COC(=O)[C@@]1(CCOC(C)=O)P(=O)(O)O.C[N+](=O)[O-].C[N+](=O)[O-].C[N+](=O)[O-].C[N+](=O)[O-].C[N+](=O)[O-].C[N+](=O)[O-].C[N+](=O)[O-].C[N+](=O)[O-].C[N+](=O)[O-].C[N+](=O)[O-].C[N+](=O)[O-]
* F_max: 8.8 eV Å⁻¹
* lowest unoccupied orbital energy: -0.462 eV
* 2S+1: 1
* total energy: -4229.554972 Ha
* Kohn-Sham gap: 9.47 eV
* molecular weight: 1049.8 g/mol

Results of the Mulliken charge analysis, in e, for atoms 1 through 8:
1 C -0.872
2 C 1.066
3 C -0.204
4 C 1.244
5 C 0.275
6 C -0.351
7 C 0.529
8 C -0.611



Computed, not measured: C4H8S as an isolated structure, with ωB97M-V with the def2-TZVPD basis set.

Atoms and positions in Å:
1 C 2.0403 -0.3248 -0.2543
2 C 0.6863 -0.6376 0.5022
3 C -0.2429 0.5845 0.5313
4 C -0.3255 1.8892 -0.2149
5 H 2.9487 -0.2828 0.7722
6 H 1.9604 0.3484 -1.1698
7 H 2.2868 -1.2962 -1.0485
8 H 0.7219 -1.3947 1.1585
9 H -0.8109 1.0206 1.3457
10 H 1.1212 2.0608 -0.8763
11 H -1.3128 1.8661 -1.1048
12 H -0.4381 3.0950 0.7861
13 S -1.2141 -0.9054 -0.2031

Output
* F_max: 6.9 eV Å⁻¹
* lowest unoccupied orbital energy: 0.448 eV
* 2S+1: 1
* energy above the lowest of the compared OMol25 structures with the same formula, charge and spin: 7.814 eV
* total energy: -555.082790 Ha
* Kohn-Sham gap: 9.20 eV
* molecular weight: 88.2 g/mol

Results of the natural (NBO) charge analysis, in e, for atoms 1 through 8:
1 C -0.677
2 C -0.168
3 C -0.396
4 C -0.587
5 H 0.256
6 H 0.254
7 H 0.231
8 H 0.221



> Which of these has the highest lowest unoccupied orbital energy?

C4H8S